(w)
{"formula": "C4H11NO", "method": "ωB97M-V/def2-TZVPD", "orbital_gap_ev": [7.2146, 6.3210], "spin_multiplicity": 2, "homo_ha": [-0.113, -0.080], "total_charge": -1, "species": ["H", "C", "H", "H", "H", "O", "N", "C", "C", "H", "H", "H", "H", "H", "H", "H", "C"], "xyz": [[-0.42, 0.32, 1.59], [1.47, 0.39, 0.59], [2.41, 0.94, 0.68], [-0.40, -1.05, -0.26], [1.79, 0.19, -1.45], [-1.43, -1.99, 1.07], [1.04, 0.40, -0.79], [-0.13, -0.43, -1.14], [0.43, 1.02, 1.55], [0.84, 1.00, 2.56], [0.09, -1.11, -1.97], [-1.84, 0.64, -0.49], [0.22, 2.04, 1.22], [-1.42, 1.12, -2.16], [1.65, -0.63, 0.98], [-2.11, -0.50, -1.81], [-1.46, 0.29, -1.45]], "mulliken_charge": [0.2492, -0.3941, 0.4174, 0.0503, 0.2170, -0.9656, -0.4413, -0.1595, -1.0925, 0.3861, 0.3618, 0.2133, 0.2789, 0.3727, 0.2902, 0.3177, -1.1017]}

(x)
{"formula": "C4H11NO", "method": "ωB97M-V/def2-TZVPD", "orbital_gap_ev": [2.3169, 8.2719], "spin_multiplicity": 2, "homo_ha": [0.046, -0.168], "total_charge": -1, "species": ["H", "H", "H", "N", "H", "H", "C", "C", "H", "C", "H", "H", "O", "H", "H", "H", "C"], "xyz": [[-1.96, 1.10, -2.93], [4.45, -2.87, -0.59], [0.53, 1.19, 2.33], [-1.43, 0.35, 1.49], [-0.39, 1.63, -2.37], [-0.43, 0.07, 3.39], [-1.78, 0.55, -0.88], [-1.06, 0.04, 0.13], [-0.65, -0.09, -2.53], [-0.56, 0.88, 2.59], [5.89, -3.19, -0.93], [-1.22, 1.71, 3.02], [5.00, -3.54, -0.94], [-2.17, 1.07, 1.35], [-2.76, 1.01, -0.83], [-0.29, -0.74, -0.03], [-1.18, 0.83, -2.29]], "mulliken_charge": [0.3688, 0.7590, 0.5763, -0.0123, 0.3470, 0.2745, -0.4068, -0.6961, 0.3961, -1.4698, 0.5470, 0.2792, -1.7592, 0.2842, 0.3240, 0.5954, -1.4076]}

Compare the structures above. Which one is the most stable? (w) is.